1.
Formula: C2H3FeO14S3
Source: the Open Molecules 2025 dataset
Level of theory: the ωB97M-V functional and the def2-TZVPD basis

Cartesian coordinates (Å):
1 Fe 0.2406 0.0137 0.5566
2 S 1.5649 -1.8845 -1.8370
3 S -0.9474 -0.5483 2.8454
4 S 2.6346 1.0323 1.1780
5 O 2.0877 -0.8261 -2.7109
6 O 2.8103 1.8405 2.3820
7 O 1.8968 -0.1755 1.4823
8 O -0.4662 0.6434 2.2336
9 O 0.5122 -2.7134 -2.4623
10 O -1.6151 -0.4337 -0.5788
11 O -2.4235 -0.6187 2.8431
12 O 1.4559 1.4737 0.4070
13 O 2.6861 -2.7062 -1.5401
14 O 3.7377 0.9534 0.2285
15 O -0.3791 -1.3271 1.7640
16 O 1.0620 -1.2407 -0.5822
17 O -0.8392 1.4568 -0.6224
18 O -0.4200 -0.8779 4.1360
19 C -1.6798 0.6931 -1.0707
20 C -2.7285 1.2177 -2.0045
21 H -2.9296 2.2884 -1.9701
22 H -2.5953 0.9333 -3.0483
23 H -3.6653 0.8059 -1.6291

Forces on the atoms, in the same order (eV/Å):
Fe -0.37 0.03 -2.25
S -0.50 1.29 -1.38
S -2.91 -2.02 0.08
S -1.12 1.11 -1.19
O -0.87 0.97 -1.13
O 1.44 0.42 0.21
O 3.49 -5.56 4.31
O -0.28 8.38 1.63
O -0.72 0.22 -0.21
O -2.50 -2.81 -1.07
O -0.17 0.10 0.55
O -1.05 5.82 -2.97
O 2.69 -2.87 1.57
O 1.16 -0.06 1.30
O -0.02 -7.05 -0.90
O -0.32 -0.93 -1.00
O 1.61 4.25 -0.36
O 0.68 -0.13 1.93
C 0.60 -0.39 1.24
C -1.50 -0.29 -0.27
H 0.78 0.22 0.17
H 0.13 -0.24 0.05
H -0.26 -0.46 -0.30

Properties
* HOMO energy (alpha / beta): 4.71 / 4.72 eV
* energy above the lowest of the compared OMol25 structures with the same formula, charge and spin: 353.9 kJ/mol
* largest force on an atom: 8.5 eV Å⁻¹
* expectation value of S²: 8.756
* net charge: -4
* spin multiplicity: 6
* LUMO level (alpha / beta): 0.3462 / 0.3458 Eh
* Kohn-Sham gap (alpha / beta): 4.71 / 4.69 eV

***

2.
Formula: C30H75N9O12
Source: the Open Molecules 2025 dataset
Level of theory: the ωB97M-V functional and the def2-TZVPD basis

Cartesian coordinates (Å):
1 O -0.3028 -1.3231 -2.4497
2 O 3.2246 -5.4747 2.1935
3 O -1.1727 -3.4308 3.5860
4 O -1.1903 -4.3521 0.9050
5 O 4.7523 -2.4854 -2.6997
6 O -1.2903 5.5449 -3.4105
7 O 1.3265 0.6017 -2.9822
8 O 3.9819 4.3438 4.8232
9 O -3.8912 3.7611 1.4207
10 O -3.2790 0.1343 -3.8603
11 O -0.4790 3.4545 0.7739
12 O -0.1200 0.5533 0.7686
13 N 1.5824 -4.2240 3.0030
14 N 0.7662 4.6612 -0.6433
15 N 2.1308 3.0938 5.1010
16 N -2.1689 -2.5632 -2.9291
17 N -2.5821 2.2920 2.3525
18 N -0.6044 3.6900 -4.4162
19 N 5.5911 -3.7877 -1.0364
20 N -2.9706 0.8468 -1.7666
21 N -0.1046 -5.1460 -0.8531
22 C 0.0857 5.6888 -5.3793
23 C 4.4236 -1.7429 -0.4145
24 C -5.0469 2.3458 3.0044
25 C 3.5522 3.3404 6.9612
26 C 1.5540 3.3104 3.8232
27 C -0.6291 4.9826 -4.2717
28 C -1.1265 -5.2010 -0.0071
29 C 2.4245 -3.0228 3.2003
30 C -2.6965 -2.3490 -1.6283
31 C -1.0456 -1.8869 -3.2979
32 C 4.9579 -2.7240 -1.5333
33 C -0.7089 -1.8857 -4.7558
34 C -0.2625 4.5079 0.2693
35 C 1.0388 -6.5172 2.4696
36 C -1.8107 -2.2732 3.9931
37 C 1.1123 -0.0249 0.3461
38 C -2.0655 -6.3549 -0.2157
39 C 3.2633 3.6956 5.5309
40 C 1.2406 5.9085 -1.1702
41 C -1.3185 2.8217 -3.4635
42 C -3.8029 2.8629 2.2302
43 C -2.1922 1.5777 3.5390
44 C -5.0760 1.4155 -3.0052
45 C 5.7317 -5.0268 -1.7644
46 C -3.6820 0.7355 -2.8977
47 C -3.4084 1.5717 -0.5649
48 C 2.6429 0.5037 -3.5422
49 C -1.2343 5.7197 0.3131
50 C 2.0608 -5.3675 2.5411
51 C 0.8757 -4.0765 -0.7951
52 H -2.7195 -2.1208 3.4348
53 H 3.3475 -1.7487 -0.5824
54 H -2.2895 3.2925 -3.2533
55 H 1.4317 3.8468 -0.6877
56 H -1.5334 1.8713 -3.9522
57 H 0.2827 -2.0773 -5.0846
58 H -2.9280 -6.0206 -0.7767
59 H 2.6078 -0.1448 -4.3848
60 H 6.7012 -5.5286 -1.6650
61 H 3.3633 0.1595 -2.8210
62 H 1.8272 6.4119 -0.4044
63 H 2.9812 1.5123 -3.8382
64 H -1.2991 -2.7068 -5.2301
65 H -4.3865 1.2156 -0.2466
66 H -1.1058 -0.9393 -5.0950
67 H 3.3232 -3.4553 3.4906
68 H -2.0020 5.4747 1.0267
69 H 1.1962 2.3183 3.4364
70 H 0.7454 6.4089 -4.9059
71 H 0.8120 4.0618 3.7760
72 H -1.5826 5.9929 -0.7098
73 H -1.0976 -1.4479 3.7608
74 H 3.5062 2.2393 6.9425
75 H 5.6056 -3.7855 -0.0506
76 H 5.5384 -4.7773 -2.7875
77 H -3.4765 2.6550 -0.6444
78 H 0.7109 5.0051 -5.9397
79 H -5.8107 0.6123 -2.9720
80 H 0.3837 6.5315 -1.4054
81 H -5.7531 3.1011 3.3787
82 H 4.4539 3.7072 7.3593
83 H -2.0573 -2.3429 5.0416
84 H 4.5954 -2.1575 0.5415
85 H -2.7777 0.6917 3.7618
86 H 0.0807 -5.7942 -1.6197
87 H 2.6983 -2.4220 2.3263
88 H -1.9741 0.5068 -1.7598
89 H -1.5800 -7.1517 -0.7882
90 H 0.8812 -6.5559 1.3860
91 H 2.3258 3.5876 3.0860
92 H -0.7427 2.6185 -2.5903
93 H -2.8693 -2.7630 -3.6048
94 H 4.8811 -0.7318 -0.4716
95 H 4.9314 -5.7674 -1.5040
96 H 0.5866 -4.1964 3.2329
97 H 1.6669 2.4868 5.7592
98 H 0.0867 -6.3680 3.0403
99 H -0.0270 1.4636 0.9899
100 H -1.1545 1.3042 3.4294
101 H 0.8001 -0.2099 -2.9735
102 H -5.2882 2.0036 -2.1256
103 H -2.2397 2.1198 4.5120
104 H 1.5043 -4.2275 0.0414
105 H 2.0176 -2.4721 4.0673
106 H -3.0288 -3.3568 -1.3047
107 H 1.5203 -4.0160 -1.6906
108 H -0.5131 6.3167 -6.0166
109 H -5.5148 1.5237 2.4335
110 H -1.2701 -3.6310 2.6310
111 H -0.2771 3.2341 -5.2552
112 H -2.5908 1.3365 0.1396
113 H 1.8678 5.6855 -2.0827
114 H -1.9940 -1.9192 -0.9116
115 H 0.4495 -3.0751 -0.6437
116 H 0.9605 -1.1219 0.1672
117 H 2.7937 3.7757 7.6033
118 H -5.2742 1.9413 -3.9450
119 H 1.3747 -7.5105 2.7696
120 H -4.7280 1.7013 3.8693
121 H -1.8639 2.7377 1.8411
122 H 1.3827 0.3500 -0.6514
123 H -0.6239 6.5413 0.6676
124 H -3.5922 -1.7356 -1.6541
125 H -2.3088 -6.8133 0.6883
126 H 1.9939 0.0229 1.0038

Forces on the atoms, in the same order (eV/Å):
O -1.63 -1.09 -1.21
O 0.53 -0.52 -0.50
O 0.49 -1.97 -0.46
O -0.59 -1.01 -0.82
O -0.10 -0.27 -0.72
O 0.39 0.41 0.59
O 0.79 1.49 -0.15
O 0.66 1.04 -0.79
O -1.00 0.90 -0.53
O 0.93 -1.27 -1.59
O -0.24 -2.65 1.95
O 0.14 -1.79 0.24
N -1.38 1.61 0.17
N 0.54 -2.15 1.01
N -0.32 -0.08 0.66
N 1.67 1.22 -0.18
N -1.46 -1.30 2.33
N -0.31 -3.59 0.74
N 0.37 -0.88 -0.09
N 0.77 0.39 0.50
N 1.32 0.30 -1.86
C 1.13 0.84 0.48
C 0.55 -0.27 -1.80
C 1.36 -1.81 0.96
C -1.05 -0.69 -0.19
C 0.93 -1.97 -1.90
C -1.11 1.80 -1.10
C 0.36 0.66 1.29
C -1.37 -0.81 0.36
C -1.18 -1.36 1.31
C 1.42 0.13 1.20
C -0.73 2.18 1.03
C -2.18 -1.20 -0.35
C -0.02 3.22 -3.73
C -0.44 0.23 -0.13
C 0.84 1.11 -0.87
C 0.02 -1.02 -1.20
C 0.81 0.18 -1.38
C 0.06 -0.55 0.60
C 0.49 -0.10 -0.53
C -0.80 0.27 -1.42
C -0.49 0.34 -0.08
C 0.38 -0.06 1.19
C 0.33 -0.83 0.85
C -0.74 -0.86 0.11
C -1.28 1.41 0.10
C 1.14 -0.59 -0.13
C -1.11 0.82 0.63
C 1.34 -0.73 -0.17
C 0.15 -0.92 0.67
C 0.10 1.03 -0.41
H -0.52 0.25 -0.20
H -0.05 0.50 0.01
H 0.40 -0.10 0.32
H -1.16 1.22 0.12
H 0.18 0.05 -0.04
H 1.10 0.30 0.43
H -0.38 0.02 0.11
H 0.38 -0.54 -0.84
H -0.15 0.43 0.09
H 0.32 -0.49 0.35
H 0.37 0.31 -0.19
H -0.37 -0.34 -0.08
H 0.17 0.73 0.12
H 0.13 -0.20 0.34
H 0.09 0.32 -0.48
H 1.98 -0.44 0.79
H -0.51 0.08 -0.06
H -0.19 0.99 0.30
H 0.35 0.12 0.13
H -1.06 0.68 0.15
H 0.03 -0.50 0.76
H -0.80 0.09 0.56
H 0.14 0.35 0.74
H 0.12 -0.51 0.97
H 0.23 0.07 -0.72
H 0.17 0.03 -0.41
H 0.00 -0.02 -0.33
H -0.04 -0.25 -0.07
H 0.16 0.07 -0.46
H 0.43 -0.18 -0.65
H 1.40 0.25 -0.07
H 0.12 0.09 0.36
H 0.25 -0.32 1.22
H -0.03 -0.36 -0.54
H -0.79 0.09 0.71
H -0.85 0.01 -0.05
H -1.61 0.30 -0.24
H 0.01 0.27 -0.20
H -0.56 -0.29 0.14
H -0.05 0.06 0.53
H 0.37 0.12 0.76
H -0.08 -0.07 -0.82
H -0.50 -0.69 -0.21
H 0.62 0.58 0.15
H 0.59 0.43 0.05
H -0.10 0.20 -0.20
H 0.75 0.36 -0.74
H 0.41 1.36 -0.06
H 0.26 -0.39 -0.11
H 0.29 -0.53 0.04
H -0.10 0.60 -0.05
H -0.06 0.39 -0.71
H 0.90 -0.24 1.00
H 0.12 0.08 -0.79
H 0.19 0.59 0.50
H -0.56 -0.37 0.24
H -0.67 -0.19 -0.24
H -0.21 0.88 -0.39
H -0.28 0.35 0.41
H 0.23 0.42 0.24
H -0.93 0.18 0.09
H -0.76 0.51 0.97
H 0.06 -0.25 -0.36
H -0.34 -0.47 -0.26
H -0.26 0.90 0.37
H -0.46 -0.31 0.10
H 0.61 -0.02 0.29
H 0.67 0.33 0.01
H -0.09 1.02 -0.33
H 0.79 0.75 -0.72
H 0.11 0.14 0.28
H -0.14 0.49 0.24
H -0.04 0.27 -0.07
H -0.79 -0.33 1.64
H -0.50 0.49 0.33

Properties
* HOMO energy: -9.11 eV
* energy above the lowest of the compared OMol25 structures with the same formula, charge and spin: 0.0 kJ/mol
* largest force on an atom: 4.9 eV Å⁻¹
* SMILES string: CNC(C)=O.CNC(C)=O.CNC(C)=O.CNC(C)=O.CNC(C)=O.CNC(C)=O.CNC(C)=O.CNC(C)=O.CNC(C)=O.CO.CO.CO
* net charge: 0
* spin multiplicity: 1
* LUMO level: 0.0140 Eh
* Kohn-Sham gap: 9.49 eV

***

3.
Formula: C34H30ClN5O2Rh
Source: the Open Molecules 2025 dataset
Level of theory: the ωB97M-V functional and the def2-TZVPD basis

Cartesian coordinates (Å):
1 Rh -0.5797 -0.7759 -0.7136
2 Cl 3.8902 -0.9167 3.0713
3 O -1.4643 -4.5050 0.9066
4 O -0.0016 -0.5202 -4.6849
5 N -0.4759 -2.4436 -1.7655
6 N 1.6664 -1.0698 -0.1715
7 N -1.1471 -2.2836 0.7757
8 N -0.2754 -0.0057 -2.4881
9 N -0.9300 1.0808 0.1649
10 C -0.2823 -2.3371 -3.1144
11 C -0.7896 -4.7886 -1.9167
12 C 1.8872 4.5606 -1.5612
13 C -0.1202 3.6938 -2.5654
14 C -0.7167 -0.4077 3.1521
15 C 4.3568 -1.3620 0.4370
16 C -1.7456 -4.0608 2.2498
17 C -0.3737 1.2835 -3.1584
18 C 0.6192 4.7678 -2.0809
19 C -2.2358 4.9189 1.6117
20 C 2.0994 -0.9491 1.0827
21 C -0.2898 -3.5150 -3.9109
22 C -1.7122 -2.5185 2.1334
23 C 2.4200 3.2790 -1.5263
24 C -0.1668 -1.0083 -3.4873
25 C 0.0779 0.9432 -4.5967
26 C -1.1140 -3.4573 0.2055
27 C -0.7603 -3.6253 -1.2007
28 C -2.2203 1.4625 0.0644
29 C -0.1205 -0.3533 5.4630
30 C -0.4589 3.1733 1.2053
31 C -1.0210 -2.4222 4.5685
32 C 3.9040 -1.4950 -0.8663
33 C 0.4072 2.4109 -2.5249
34 C -1.7892 3.5802 1.1076
35 C -2.6785 2.6804 0.5179
36 C 3.4286 -1.0882 1.4267
37 C -0.5264 -4.7180 -3.3118
38 C -0.0702 1.9395 0.7315
39 C -1.1026 -1.7981 3.2957
40 C -0.2221 0.2897 4.2045
41 C -0.5241 -1.7270 5.6261
42 C 1.6826 2.2066 -2.0097
43 C 2.5543 -1.3447 -1.1333
44 H 2.1736 -1.4537 -2.1402
45 H 0.2873 3.8364 1.6280
46 H 0.0679 1.3267 4.0954
47 H 1.1087 1.2378 -4.7738
48 H 0.2107 5.7693 -2.1260
49 H -2.2078 4.9367 2.7043
50 H -0.5474 -5.6227 -3.9047
51 H 0.2420 0.1991 6.3237
52 H -1.1130 3.8610 -2.9729
53 H 5.4062 -1.4689 0.6828
54 H -0.8425 0.0665 2.1878
55 H -0.4313 -2.2006 6.5962
56 H -3.7240 2.9355 0.3952
57 H 0.9646 1.6267 0.7678
58 H -0.9686 -4.4682 2.8913
59 H -2.7451 -2.1254 2.1323
60 H -0.1290 -3.4372 -4.9789
61 H -1.0229 -5.7272 -1.4320
62 H 1.3662 -0.7298 1.8489
63 H -3.2501 5.1532 1.2974
64 H -1.4356 1.5644 -3.1725
65 H -1.5671 5.7082 1.2671
66 H 3.4217 3.1209 -1.1431
67 H -2.8980 0.7691 -0.4195
68 H -0.5610 1.3601 -5.3669
69 H 2.1037 1.2059 -1.9960
70 H -2.7104 -4.4573 2.5472
71 H 4.5927 -1.7149 -1.6707
72 H 2.4678 5.3992 -1.1994
73 H -1.3387 -3.4448 4.7175

Forces on the atoms, in the same order (eV/Å):
Rh 0.53 0.21 -0.58
Cl 0.01 0.01 0.07
O -0.07 -0.01 0.02
O 0.00 0.32 -0.15
N -0.10 -0.17 -0.10
N -0.13 0.09 -0.13
N 0.02 0.02 0.24
N 0.00 -0.28 0.71
N -0.56 0.10 0.13
C -0.03 0.03 0.09
C 0.01 -0.20 -0.03
C 0.01 0.05 0.03
C -0.12 0.10 0.15
C -0.20 -0.52 -0.13
C 0.16 -0.03 -0.09
C 0.03 0.09 -0.04
C -0.14 -0.04 -0.10
C -0.10 0.01 -0.03
C 0.03 -0.06 0.02
C -0.20 0.04 0.00
C 0.04 0.00 -0.09
C -0.13 -0.03 -0.10
C 0.05 -0.16 0.01
C 0.02 0.24 -0.06
C 0.02 -0.08 0.13
C 0.03 -0.03 0.05
C 0.02 0.03 0.05
C 0.17 0.16 0.03
C -0.07 -0.19 -0.02
C 0.10 0.09 0.02
C -0.04 0.07 -0.27
C 0.01 -0.01 0.01
C 0.00 -0.06 -0.12
C -0.10 0.10 0.02
C -0.01 0.02 -0.03
C 0.06 -0.01 0.02
C -0.02 -0.02 0.04
C 0.17 -0.04 -0.16
C 0.14 0.28 0.05
C 0.03 -0.05 0.33
C 0.17 0.44 0.14
C 0.09 -0.05 0.01
C 0.03 -0.04 0.09
H -0.02 0.02 0.00
H -0.02 -0.05 -0.02
H 0.00 -0.02 0.06
H 0.09 -0.09 -0.02
H -0.01 -0.03 -0.01
H 0.00 -0.02 -0.03
H 0.01 0.02 0.03
H 0.00 -0.06 -0.03
H 0.07 0.01 -0.01
H -0.04 -0.01 -0.01
H -0.03 -0.08 0.06
H 0.01 0.10 0.00
H 0.04 -0.02 0.01
H 0.03 0.00 0.02
H 0.09 -0.01 0.00
H -0.01 -0.03 -0.02
H 0.00 0.00 0.04
H 0.00 0.03 -0.04
H 0.03 -0.01 -0.06
H 0.01 -0.01 -0.01
H 0.00 -0.01 -0.03
H 0.01 -0.03 -0.03
H -0.05 -0.01 -0.02
H -0.04 -0.07 0.01
H -0.06 -0.06 -0.06
H 0.04 0.06 -0.02
H -0.06 -0.02 -0.02
H -0.01 0.00 0.01
H 0.00 -0.01 -0.01
H -0.01 0.00 -0.07

Properties
* HOMO energy (alpha / beta): -14.64 / -16.42 eV
* largest force on an atom: 0.8 eV Å⁻¹
* expectation value of S²: 6.042
* net charge: +3
* spin multiplicity: 5
* LUMO level (alpha / beta): -0.3285 / -0.4634 Eh
* Kohn-Sham gap (alpha / beta): 5.71 / 3.81 eV

***

4.
Formula: CH4NOPS2
Source: the Open Molecules 2025 dataset
Level of theory: the ωB97M-V functional and the def2-TZVPD basis

Cartesian coordinates (Å):
1 S -0.9182 1.4715 1.7225
2 S 1.3781 -0.1643 0.1169
3 P 0.2784 -0.2334 2.0412
4 O 1.0096 -0.5029 -2.4260
5 N -0.8924 -0.8341 -1.2470
6 C 0.4205 -0.5493 -1.3757
7 H -1.3356 -0.8926 -0.3589
8 H 1.5044 0.3719 2.6920
9 H -1.3702 -0.7093 -2.0500
10 H -0.0745 2.0426 0.8849

Forces on the atoms, in the same order (eV/Å):
S -0.60 -0.11 0.56
S 0.42 -0.18 0.58
P 1.46 0.44 -0.57
O -0.06 0.20 0.31
N 2.23 -0.32 2.42
C 0.07 -0.19 0.41
H -0.32 0.19 0.30
H -1.30 -0.60 -0.79
H -2.27 0.14 -2.90
H 0.37 0.43 -0.33

Properties
* HOMO energy: -9.35 eV
* energy above the lowest of the compared OMol25 structures with the same formula, charge and spin: 28.5 kJ/mol
* largest force on an atom: 3.7 eV Å⁻¹
* SMILES string: NC(=O)SPS
* net charge: 0
* spin multiplicity: 1
* LUMO level: 0.0092 Eh
* Kohn-Sham gap: 9.60 eV